C27H47F6N2OP2SSbY | the ωB97M-V functional and the def2-TZVPD basis

Each line ends with the Löwdin charge.
Atoms and positions in Å:
H  -3.40  -2.49  2.28  0.099
H  3.11  -3.61  1.94  0.110
C  1.81  -2.55  4.10  -0.058
C  -0.10  4.36  -0.51  -0.084
H  -3.83  -1.73  -1.30  0.067
N  0.01  -1.31  0.61  -0.223
H  -0.25  -4.14  3.35  0.071
C  1.26  5.54  -4.45  -0.043
C  -1.62  -1.81  4.43  -0.061
H  -0.53  5.10  -3.35  0.119
C  2.49  5.07  -4.88  -0.044
C  1.30  -2.74  2.68  -0.572
C  -2.33  -2.60  2.14  -0.087
H  -2.03  0.63  3.32  0.068
H  -3.94  4.27  0.02  0.117
H  -2.28  0.13  1.63  0.081
H  -2.11  -2.50  1.08  0.040
H  1.28  -0.10  4.83  0.073
P  -2.12  -2.27  -2.88  0.634
O  -1.25  -1.14  -2.32  -0.490
Sb  3.17  -2.01  -2.72  1.560
C  -2.37  -0.18  2.67  -0.082
C  0.43  4.73  -3.69  -0.072
C  2.43  -2.80  1.65  -0.078
C  0.91  0.42  2.74  -0.587
H  -3.04  -3.28  -0.91  0.049
H  1.61  1.90  -1.31  0.043
H  1.24  1.62  4.48  0.106
S  -0.22  2.34  -2.45  1.106
H  -0.27  0.72  4.55  0.068
C  2.89  3.77  -4.59  -0.047
C  2.38  0.43  2.32  -0.075
H  1.00  -2.35  4.81  0.073
C  -2.85  -1.76  -4.44  -0.144
F  3.03  -3.06  -4.24  -0.288
H  0.97  4.39  -0.67  0.125
H  1.20  -4.87  2.67  0.107
C  -3.44  -2.66  -1.72  -0.144
H  2.49  0.24  1.25  0.061
H  -1.18  -2.79  4.64  0.072
H  -2.88  2.76  -1.64  0.109
H  -2.65  -1.84  4.78  0.107
Y  0.58  -0.75  -1.29  1.272
C  0.86  3.45  -3.37  -0.392
H  -2.53  5.82  1.33  0.119
H  -3.45  -2.58  -4.85  0.073
H  -1.85  -4.56  -3.50  0.077
C  -2.28  3.45  -1.06  -0.084
C  -2.07  5.16  0.61  -0.045
C  -0.70  5.19  0.42  -0.049
F  2.91  -0.77  -1.11  -0.409
H  -2.06  -1.50  -5.14  0.070
C  -0.91  3.50  -1.25  -0.420
F  4.40  -0.77  -3.34  -0.292
H  3.83  3.39  -4.95  0.119
H  -4.24  -3.21  -2.22  0.072
H  0.08  1.31  0.92  0.033
C  0.77  0.66  4.24  -0.060
H  2.99  -0.27  2.88  0.071
F  4.19  -3.10  -1.61  -0.291
H  2.36  1.93  -3.61  0.097
C  2.06  2.95  -3.83  -0.079
F  1.62  -0.91  -3.39  -0.405
F  1.54  -2.84  -1.79  -0.414
H  -0.09  5.87  1.00  0.120
N  0.80  1.38  -1.62  -0.452
C  -1.18  -3.78  -3.15  -0.149
H  0.95  6.55  -4.69  0.120
H  2.03  -3.05  0.66  0.058
H  0.03  -4.13  1.59  0.083
H  -0.71  -4.10  -2.22  0.054
H  -0.76  1.81  2.38  0.069
H  2.55  -1.76  4.18  0.075
C  -1.62  -1.49  2.94  -0.587
H  2.29  -3.48  4.42  0.111
H  -3.49  -0.90  -4.26  0.069
H  3.14  5.71  -5.46  0.120
P  0.15  -1.26  2.20  1.019
H  -1.09  -1.06  5.02  0.070
H  2.78  1.43  2.53  0.103
H  -3.43  -0.33  2.90  0.100
H  -2.05  -3.59  2.47  0.070
H  0.83  2.44  2.03  0.097
C  -2.87  4.29  -0.13  -0.054
H  3.02  -1.90  1.57  0.061
C  0.50  -4.03  2.56  -0.075
C  0.21  1.55  1.97  -0.092
H  -0.40  -3.61  -3.90  0.068

Calculated values
* total energy: -3200.23039 a.u.
* energy relative to the best compared isomer or geometry (same formula, charge and spin): 13.6 kcal per mole
* orbital gap (spin up / spin down): 8.12 / 6.26 eV
* net charge: +2
* multiplicity: 2
* E_LUMO (spin up / spin down): -6.13 / -8.00 eV